DFT (ωB97M-V/def2-TZVPD) results for a cluster of 2 separate species, C7H13BF5N in total.

relative energy (zero: lowest compared OMol25 entry of this formula, charge and spin)	0.0	kJ/mol
highest occupied orbital energy	-10.804	eV
spin multiplicity	1
E_LUMO	-0.0413	hartree

Element x y z (Å)
F1 0.16934 1.46401 -2.17232
C1 -1.00973 1.58304 -1.40475
C2 -0.66978 2.25797 -0.07686
C3 -0.45081 1.38088 1.17249
C4 -0.20598 -0.11194 0.96113
C5 0.98182 -0.43434 0.02529
C6 2.09766 -0.56689 0.94542
N1 1.70881 -0.81662 2.14242
C7 0.22954 -0.76161 2.28194
H1 -1.41338 0.56871 -1.30178
H2 -1.70619 2.18173 -1.99004
H3 -1.45564 2.97865 0.15894
H4 0.22653 2.85155 -0.27402
H5 -1.32278 1.45650 1.82905
H6 0.39099 1.80039 1.73954
H7 -1.07925 -0.61414 0.55241
H8 0.85159 -1.47477 -0.33955
H9 1.10957 0.12108 -0.89715
H10 3.15700 -0.51560 0.71664
H11 2.33396 -1.03866 2.90411
H12 -0.15201 -1.77235 2.43334
H13 -0.00802 -0.15012 3.15268
B1 -0.76390 -2.08935 -2.54934
F2 -1.34799 -1.74208 -1.27243
F3 0.65277 -2.03555 -2.37828
F4 -1.15667 -3.37638 -2.87815
F5 -1.16743 -1.14411 -3.48073

Here is what Löwdin gives for the atomic charges, in e: F -0.07; C -0.17; C -0.15; C -0.16; C -0.27; C -0.07; C 0.03; N 0.11; C -0.07; H 0.11; H 0.12; H 0.11; H 0.11; H 0.12; H 0.12; H 0.13; H 0.15; H 0.13; H 0.16; H 0.17; H 0.14; H 0.13; B -1.23; F 0.04; F 0.06; F 0.12; F 0.12

=====

DFT (ωB97M-V/def2-TZVPD) results for a structure of composition C42H32N7O5RuS.

<S²>	8.80
relative energy (zero: lowest compared OMol25 entry of this formula, charge and spin)	0.0	kJ/mol
highest occupied orbital energy (spin up / spin down)	-5.920 / -7.687	eV
spin multiplicity	6
E_LUMO (spin up / spin down)	-0.0421 / -0.0866	hartree

Element x y z (Å)
Ru1 -1.75904 0.28716 -0.88790
C1 2.46019 -0.20523 -1.92794
C2 1.08800 -0.45972 -1.80186
N1 0.22879 0.48035 -1.46403
C3 0.67507 1.75326 -1.19461
C4 2.03832 2.06776 -1.23988
C5 2.92614 1.04725 -1.64878
C6 2.45912 3.36020 -0.84166
C7 1.52777 4.25444 -0.40592
C8 0.14724 3.94795 -0.39340
C9 -0.30463 2.72291 -0.82291
N2 -1.61087 2.23728 -0.87491
C10 -2.79710 2.94853 -0.78151
C11 -2.99109 4.31155 -0.80973
C12 -4.28845 4.86249 -0.70994
C13 -5.39902 4.07949 -0.60887
C14 -5.25169 2.67091 -0.64287
C15 -6.34264 1.77438 -0.62969
C16 -6.13254 0.42877 -0.73528
C17 -4.81858 -0.04492 -0.84991
N3 -3.77898 0.76373 -0.83454
C18 -3.96500 2.12215 -0.73276
H1 3.12185 -1.00984 -2.21283
H2 0.68642 -1.45064 -1.96622
H3 3.98318 1.27116 -1.72184
H4 3.51321 3.60210 -0.84544
H5 1.84282 5.22694 -0.05151
H6 -0.53602 4.67508 0.01082
H7 -2.15899 4.98147 -0.94031
H8 -4.39091 5.93960 -0.71830
H9 -6.38765 4.51032 -0.52696
H10 -7.34734 2.17094 -0.54944
H11 -6.95101 -0.27586 -0.74242
H12 -4.60606 -1.10095 -0.95416
C19 4.91083 5.23348 4.18027
C20 4.79699 4.05862 3.24339
C21 5.82337 3.80595 2.33922
C22 5.74135 2.73642 1.46267
C23 4.62691 1.91721 1.47159
C24 3.59483 2.14773 2.37847
N4 2.41450 1.38922 2.39277
C25 2.21288 0.10294 1.94514
C26 3.26518 -0.81917 1.82317
C27 3.03536 -2.11573 1.40748
C28 1.75053 -2.55083 1.09790
C29 0.70611 -1.65561 1.23034
C30 0.90191 -0.33882 1.64249
C31 -0.29024 0.55251 1.80194
O1 -0.25831 1.53062 2.54381
O2 -1.37524 0.22548 1.15418
C32 3.68036 3.21745 3.28216
C33 2.55659 3.44426 4.25841
H13 5.77433 5.84501 3.92275
H14 5.03021 4.90897 5.21637
H15 4.02363 5.86690 4.14040
H16 6.69053 4.45463 2.32431
H17 6.54502 2.54639 0.76200
H18 4.54650 1.09905 0.77196
H19 1.53958 1.86971 2.58703
H20 4.26427 -0.51559 2.09952
H21 3.87090 -2.80176 1.34099
H22 1.56502 -3.57022 0.78775
H23 -0.30645 -1.97869 1.02388
H24 2.18443 2.49328 4.63995
H25 1.70607 3.94980 3.79043
H26 2.87384 4.05122 5.10263
O3 -0.33374 -7.27388 -5.38548
S1 -1.08766 -8.39847 -4.91786
O4 -0.37148 -9.58650 -4.55455
O5 -2.44911 -8.53514 -5.38407
C34 -1.73295 -7.77346 -2.99533
N5 -2.03128 -8.75734 -2.21430
C35 -2.43134 -8.27371 -1.00304
C36 -2.49544 -6.93789 -0.71468
C37 -2.13357 -5.98703 -1.70805
N6 -1.73819 -6.51766 -2.91511
C38 -2.12888 -4.58510 -1.55909
C39 -1.68802 -3.73788 -2.61902
C40 -1.65277 -2.39163 -2.45118
N7 -2.03037 -1.75810 -1.30117
C41 -2.48753 -2.55743 -0.29088
C42 -2.55218 -3.91303 -0.37321
H27 -2.69801 -9.02122 -0.26650
H28 -2.82182 -6.61963 0.26410
H29 -1.38436 -4.17533 -3.55958
H30 -1.32170 -1.74550 -3.25642
H31 -2.78309 -2.04514 0.61857
H32 -2.92886 -4.46038 0.47900

Here is what Löwdin gives for the atomic charges, in e: Ru 1.49; C -0.02; C -0.09; N -0.02; C -0.15; C -0.15; C 0.01; C -0.03; C -0.05; C 0.00; C -0.20; N -0.08; C -0.19; C 0.00; C -0.06; C -0.04; C -0.15; C 0.02; C -0.03; C -0.09; N -0.03; C -0.13; H 0.12; H 0.10; H 0.13; H 0.12; H 0.11; H 0.10; H 0.09; H 0.11; H 0.11; H 0.13; H 0.11; H 0.11; C -0.05; C -0.23; C -0.06; C -0.09; C -0.06; C -0.19; N 0.12; C -0.17; C -0.03; C -0.08; C -0.09; C -0.05; C -0.08; C -0.56; O 0.06; O -0.18; C -0.16; C -0.03; H 0.07; H 0.09; H 0.08; H 0.10; H 0.10; H 0.09; H 0.09; H 0.11; H 0.11; H 0.10; H 0.09; H 0.09; H 0.09; H 0.07; O -0.29; S 0.52; O -0.28; O -0.27; C -0.30; N 0.12; C -0.11; C -0.01; C -0.21; N 0.17; C -0.17; C -0.01; C -0.17; N -0.16; C -0.19; C -0.02; H 0.11; H 0.10; H 0.11; H 0.10; H 0.10; H 0.10

=====

DFT (ωB97M-V/def2-TZVPD) results for a structure of composition C35H43GeN6SeTc in a non-equilibrium geometry.

relative energy (zero: lowest compared OMol25 entry of this formula, charge and spin)	116.8	kJ/mol
highest occupied orbital energy (spin up / spin down)	-13.354 / -13.517	eV
total charge	+2
spin multiplicity	1
E_LUMO (spin up / spin down)	-0.2816 / -0.2604	hartree

Element x y z (Å)
Tc1 -0.93812 -0.00692 1.49045
C1 -0.24502 -4.49662 0.46215
N1 -1.11662 -3.46952 0.99975
C2 -0.86362 -3.21982 2.40415
C3 -1.90052 -2.69082 0.23485
N2 -2.08732 -1.39442 0.56885
C4 -3.27762 -0.69862 0.37965
C5 -4.52902 -1.32222 0.28655
C6 -5.68072 -0.58162 0.12405
C7 -5.62962 0.80918 0.11005
C8 -4.41942 1.45528 0.23625
C9 -3.22872 0.72918 0.34945
N3 -1.99992 1.36358 0.50435
C10 -1.73672 2.62788 0.08385
N4 -2.16002 3.07648 -1.11205
C11 -2.44142 4.47778 -1.37575
C12 -2.53392 2.18248 -2.18445
N5 -0.97782 3.42358 0.85435
C13 -0.99592 3.39018 2.30335
C14 0.01038 4.32908 0.29995
N6 -2.47192 -3.22322 -0.86085
C15 -2.79432 -2.44842 -2.03585
C16 -2.83552 -4.62332 -0.93705
H1 0.78928 -4.22152 0.68205
H2 -0.33682 -4.58392 -0.61265
H3 -0.44682 -5.46222 0.92595
H4 -0.82802 -4.17972 2.92225
H5 -1.66352 -2.63342 2.85765
H6 0.09958 -2.71422 2.55565
H7 -4.59162 -2.39752 0.36925
H8 -6.63162 -1.08012 0.01705
H9 -6.53312 1.38848 0.01265
H10 -4.38062 2.53478 0.27455
H11 -2.34952 5.07888 -0.47615
H12 -3.47252 4.56578 -1.72745
H13 -1.78712 4.87968 -2.15155
H14 -2.06872 1.21038 -2.03325
H15 -2.17442 2.59318 -3.12795
H16 -3.61922 2.06438 -2.25595
H17 -1.86572 2.84818 2.67135
H18 -1.05442 4.41568 2.67055
H19 -0.08942 2.93408 2.71465
H20 0.13918 4.14858 -0.76365
H21 0.96298 4.13118 0.79545
H22 -0.24802 5.37398 0.47655
H23 -2.28362 -1.48872 -2.00705
H24 -3.87072 -2.28272 -2.13835
H25 -2.44692 -2.99252 -2.91535
H26 -2.86012 -5.05832 0.05825
H27 -2.15692 -5.19812 -1.56795
H28 -3.83462 -4.69772 -1.36905
Se1 -0.61562 0.18848 3.71405
C17 0.78848 0.02318 0.84195
Ge1 2.65888 -0.07812 0.32445
C18 3.60648 0.55318 1.96055
C19 3.25408 1.82678 2.38815
C20 3.91868 2.40798 3.45175
C21 4.92878 1.71548 4.09725
C22 5.27118 0.44238 3.67785
C23 4.60808 -0.14432 2.61005
C24 2.72248 -1.91612 -0.44025
C25 3.51948 -2.95342 0.01915
C26 3.52308 -4.17562 -0.63825
C27 2.72888 -4.36922 -1.75555
C28 1.92868 -3.33572 -2.21955
C29 1.92708 -2.11732 -1.56395
C30 2.85988 1.23228 -1.16485
C31 4.12428 1.48728 -1.67785
C32 4.28268 2.31928 -2.77335
C33 3.17448 2.89708 -3.37025
C34 1.91328 2.66018 -2.84895
C35 1.75418 1.83498 -1.74925
H29 2.46568 2.36078 1.87165
H30 3.65078 3.40058 3.77935
H31 5.44438 2.16298 4.93345
H32 6.05638 -0.10022 4.17895
H33 4.89108 -1.13542 2.28745
H34 4.15438 -2.81412 0.88115
H35 4.15568 -4.97572 -0.28335
H36 2.73708 -5.32062 -2.26725
H37 1.32218 -3.47702 -3.10395
H38 1.32388 -1.29922 -1.93955
H39 4.99048 1.02828 -1.21895
H40 5.26928 2.51398 -3.16465
H41 3.29528 3.52918 -4.23725
H42 1.05188 3.11788 -3.31345
H43 0.77098 1.64468 -1.33055

Here is what Löwdin gives for the atomic charges, in e: Tc 0.95; C -0.02; N -0.11; C -0.07; C -0.32; N -0.04; C -0.24; C -0.02; C -0.04; C -0.04; C -0.02; C -0.25; N -0.05; C -0.34; N -0.12; C -0.01; C -0.02; N -0.12; C -0.07; C -0.02; N -0.13; C -0.02; C -0.02; H 0.10; H 0.08; H 0.11; H 0.11; H 0.06; H 0.07; H 0.12; H 0.12; H 0.12; H 0.13; H 0.10; H 0.11; H 0.11; H 0.09; H 0.11; H 0.10; H 0.07; H 0.11; H 0.05; H 0.08; H 0.10; H 0.11; H 0.09; H 0.10; H 0.11; H 0.11; H 0.10; H 0.11; Se 0.26; C -0.22; Ge 0.97; C -0.28; C -0.13; C -0.07; C -0.06; C -0.06; C -0.10; C -0.28; C -0.10; C -0.07; C -0.07; C -0.09; C -0.13; C -0.28; C -0.09; C -0.06; C -0.06; C -0.09; C -0.14; H 0.08; H 0.11; H 0.12; H 0.11; H 0.09; H 0.09; H 0.11; H 0.11; H 0.11; H 0.09; H 0.11; H 0.12; H 0.11; H 0.10; H 0.07

=====

DFT (ωB97M-V/def2-TZVPD) results for a structure of composition BaCl4O16Pb2 in a non-equilibrium geometry.

highest occupied orbital energy	-15.466	eV
total charge	+2
spin multiplicity	1
E_LUMO	-0.3680	hartree

Element x y z (Å)
Ba1 -2.66161 0.28700 -1.59069
Pb1 1.33508 -0.94813 2.44672
Pb2 -0.14642 3.28008 1.16038
Cl1 -0.23865 1.27188 3.75763
O1 0.52886 0.04957 3.91014
O2 -0.41962 1.71110 2.38223
O3 -1.71622 1.18333 4.11258
O4 0.43809 2.35567 4.38488
Cl2 -0.13593 0.33305 -3.73404
O5 -0.90057 1.36355 -3.04501
O6 0.38971 1.02085 -4.83300
O7 1.02479 -0.22588 -2.93637
O8 -1.16504 -0.55054 -4.12677
Cl3 0.58446 -2.85186 -0.10690
O9 -0.85773 -2.74735 0.00869
O10 0.92876 -4.06902 -0.71801
O11 1.01794 -1.87775 -1.11007
O12 1.34763 -2.68107 1.18711
Cl4 0.16290 0.62470 -0.21547
O13 0.40594 0.31944 1.16051
O14 1.17021 0.14568 -0.93541
O15 -0.89337 0.02039 -0.77146
O16 -0.19915 1.98534 -0.38764

Here is what Löwdin gives for the atomic charges, in e: Ba 2.19; Pb 1.67; Pb 1.76; Cl 0.82; O -0.48; O -0.68; O -0.21; O -0.20; Cl 0.69; O -0.59; O -0.24; O -0.30; O -0.34; Cl 0.75; O -0.32; O -0.21; O -0.33; O -0.54; Cl 0.63; O -0.54; O -0.20; O -0.83; O -0.49

=====

Number 1: calculated total energy -23228.8063 eV. Number 2: calculated total energy -78157.4727 eV. Number 3: calculated total energy -169978.5742 eV. Number 4: calculated total energy -93979.8794 eV.